{"formula": "C23H43F5GeN2O3RuSi3", "method": "ωB97M-V/def2-TZVPD", "e_lumo_ev": [-5.94, -8.05], "e_above_lowest_ev": 0.870, "multiplicity": 5, "total_charge": 2, "homo_lumo_gap_ev": [7.466, 5.575], "total_energy_ev": -129974.7366, "species": ["Ru", "C", "N", "C", "C", "O", "C", "O", "C", "C", "O", "N", "C", "C", "H", "H", "H", "H", "H", "H", "H", "H", "H", "H", "H", "H", "H", "H", "H", "H", "C", "Si", "C", "C", "Ge", "Si", "C", "C", "C", "Si", "C", "C", "C", "H", "H", "H", "H", "H", "H", "H", "H", "H", "H", "H", "H", "H", "H", "H", "H", "H", "H", "H", "H", "H", "H", "H", "H", "H", "H", "H", "F", "C", "C", "C", "F", "C", "F", "C", "F", "C", "F"], "positions_angstrom": [[-0.27839, -0.49292, 0.24927], [0.25829, 3.71765, 2.02455], [-0.24240, 3.66776, 0.65009], [-0.33315, 4.95617, -0.02374], [-0.68042, 2.53150, 0.14592], [-0.78284, 1.48961, 0.84241], [-1.10640, 2.46088, -1.31541], [-1.16141, 1.10209, -1.71736], [-0.41751, 0.75067, -2.86547], [1.00972, 0.37305, -2.48659], [1.32627, 0.33254, -1.28279], [1.84406, 0.09521, -3.47330], [3.21777, -0.31820, -3.19324], [1.43179, 0.09739, -4.87691], [1.18380, 4.29061, 2.03814], [0.45715, 2.71393, 2.38076], [-0.46542, 4.19747, 2.68384], [0.60566, 5.49347, 0.09555], [-1.12826, 5.55062, 0.42886], [-0.54493, 4.84912, -1.08375], [-0.43104, 3.03656, -1.94827], [-2.11761, 2.86860, -1.40138], [-0.43268, 1.55099, -3.60809], [-0.91690, -0.12687, -3.28316], [3.44607, -0.15417, -2.14513], [3.90454, 0.26472, -3.80473], [3.34401, -1.37510, -3.43335], [0.54956, -0.52402, -5.03489], [2.24095, -0.31448, -5.47104], [1.22861, 1.10601, -5.24029], [-4.33636, 1.08510, 0.29215], [-4.22970, -0.33890, -0.94791], [-4.04887, 0.27351, -2.72442], [-5.64361, -1.57666, -0.86466], [-2.22408, -1.69819, -0.18921], [-2.51701, -3.97828, -1.34137], [-4.20614, -4.77612, -1.13737], [-1.22030, -5.01908, -0.44183], [-2.21274, -3.45542, -3.12864], [-2.48867, -2.28344, 2.42002], [-2.39435, -0.54692, 3.13761], [-4.17245, -3.11721, 2.37432], [-1.16805, -3.39710, 3.15245], [-4.70919, 1.98873, -0.19656], [-3.35891, 1.30371, 0.72339], [-5.02365, 0.85010, 1.10652], [-5.04547, 0.40008, -3.15436], [-3.50924, -0.43804, -3.35180], [-3.54194, 1.23598, -2.77384], [-6.59518, -1.03967, -0.83337], [-5.59891, -2.23035, 0.00592], [-5.64889, -2.19997, -1.76020], [-4.62139, -4.67354, -0.13481], [-4.07634, -5.84616, -1.32344], [-4.93699, -4.40010, -1.85243], [-1.71311, -5.82657, 0.10161], [-0.64123, -4.42893, 0.26802], [-0.52396, -5.47007, -1.15333], [-3.15376, -3.27742, -3.65007], [-1.67613, -4.24811, -3.65633], [-1.60184, -2.55546, -3.18288], [-3.31667, 0.01483, 2.99158], [-1.57559, 0.01401, 2.68804], [-2.19280, -0.59815, 4.21078], [-4.97163, -2.42716, 2.10325], [-4.39676, -3.51470, 3.36829], [-4.17611, -3.95524, 1.67719], [-0.30931, -2.82194, 3.49747], [-0.81477, -4.17351, 2.47293], [-1.59946, -3.89947, 4.02291], [0.65949, -2.97236, -2.14078], [1.26576, -3.02151, -0.94287], [0.82889, -2.19036, 0.06791], [1.54348, -2.26217, 1.25651], [1.13672, -1.39434, 2.23316], [2.58687, -3.13001, 1.49091], [3.21597, -3.15991, 2.65227], [2.97090, -3.97035, 0.45135], [3.96240, -4.81488, 0.61832], [2.30804, -3.91306, -0.76900], [2.67584, -4.71001, -1.76042]], "atomic_forces_ev_per_a": [[0.5, 0.7, -0.7], [0.0, 0.0, 0.1], [-0.1, -0.3, 0.1], [0.0, 0.2, -0.1], [0.0, 0.2, -0.2], [0.3, -0.1, 0.1], [0.0, -0.1, 0.0], [0.1, 0.0, 0.2], [-0.1, -0.1, 0.1], [0.0, 0.0, -0.3], [-0.2, 0.0, 0.4], [0.1, -0.1, 0.0], [0.1, 0.0, 0.1], [-0.2, 0.1, -0.1], [0.0, 0.0, 0.0], [0.0, 0.0, 0.0], [0.0, 0.0, 0.0], [0.0, 0.0, 0.0], [0.0, 0.0, 0.0], [0.0, 0.0, 0.1], [0.0, -0.1, 0.0], [0.0, 0.2, 0.0], [0.0, 0.0, -0.1], [0.0, 0.0, -0.1], [0.0, 0.0, 0.0], [0.0, 0.0, 0.0], [0.0, 0.0, 0.0], [0.0, 0.0, 0.0], [0.0, 0.0, 0.0], [0.0, 0.0, 0.0], [-0.1, -0.2, -0.2], [0.4, 0.0, -0.1], [0.0, -0.1, 0.3], [0.2, 0.2, 0.0], [-1.3, -0.7, 0.2], [0.1, 0.0, 0.3], [0.2, 0.3, 0.0], [-0.1, 0.1, -0.4], [0.1, -0.2, 0.3], [0.0, -0.1, -0.2], [-0.2, -0.3, -0.1], [0.2, 0.2, 0.1], [-0.1, 0.2, -0.3], [0.0, 0.0, 0.0], [0.0, 0.0, 0.0], [0.0, 0.0, 0.0], [0.0, 0.0, 0.0], [0.0, 0.0, 0.0], [0.0, 0.0, 0.0], [0.0, 0.0, 0.0], [0.0, 0.0, 0.0], [0.0, 0.0, 0.0], [0.0, 0.0, -0.1], [0.1, 0.0, 0.0], [0.0, 0.0, 0.0], [0.0, 0.0, 0.0], [0.0, 0.0, 0.0], [0.0, 0.0, 0.0], [0.0, 0.0, 0.1], [0.0, 0.0, 0.0], [0.0, 0.0, 0.0], [0.0, 0.0, -0.1], [0.1, 0.1, 0.0], [0.0, -0.1, 0.0], [0.0, 0.0, 0.0], [0.0, 0.0, 0.0], [0.0, 0.0, 0.1], [0.0, 0.0, 0.0], [-0.1, 0.0, 0.0], [-0.1, 0.0, 0.0], [0.0, -0.1, -0.1], [-0.2, 0.1, 0.0], [0.3, 0.1, 0.5], [-0.3, -0.1, -0.1], [0.3, -0.1, 0.2], [0.0, 0.1, 0.0], [0.1, 0.0, 0.1], [-0.1, 0.1, 0.0], [0.1, -0.1, 0.0], [-0.1, 0.1, -0.1], [0.1, -0.1, -0.1]], "mulliken_charge": [-0.810, -0.998, 0.180, -0.934, 0.794, -0.618, -1.419, 0.076, -1.528, 1.097, -0.844, 0.191, -1.145, -0.964, 0.382, 0.246, 0.352, 0.338, 0.335, 0.372, 0.663, 0.523, 0.636, 0.304, 0.306, 0.435, 0.407, 0.340, 0.399, 0.313, -0.896, 0.913, -0.991, -1.117, 0.327, 0.576, -1.149, -0.465, -0.728, 0.306, -0.707, -0.896, -1.063, 0.430, -0.137, 0.474, 0.508, 0.267, 0.160, 0.439, 0.247, 0.271, 0.340, 0.446, 0.352, 0.510, -0.414, 0.425, 0.371, 0.455, -0.114, 0.305, -0.070, 0.493, 0.268, 0.473, 0.083, 0.284, 0.323, 0.502, -0.400, 0.548, -0.173, 0.878, -0.337, 0.147, -0.289, 0.693, -0.281, 0.316, -0.329]}